(1)
Here is a 13-piece molecular cluster, C36H101N3O25 overall at a distorted geometry from the Open Molecules 2025 dataset. Energies are from ωB97M-V/def2-TZVPD.

Energy above the lowest of the compared OMol25 structures with the same formula, charge and spin ... 1.9511 eV
HOMO-LUMO gap ... 0.3266 Eh
Calculated total energy ... -94610.202 eV

ORCA input file:
```
! wB97M-V def2-TZVPD RIJCOSX def2/J DEFGRID3
* xyz 0 1
C -5.36 -7.35 8.61
H 2.49 -11.30 10.11
H -9.65 3.31 -3.75
H 0.71 1.40 3.95
H 1.23 -9.91 11.24
H 7.47 -7.31 0.47
O 0.64 -1.33 4.09
H -1.48 2.66 -3.09
H 8.14 -1.14 -3.61
H -3.32 10.01 -11.14
H -1.40 1.07 0.89
C 5.86 -8.08 1.10
H -6.66 15.75 -10.05
H -8.06 3.77 -5.37
C -3.77 10.14 -10.15
H 8.71 -0.16 7.19
C 0.92 -5.59 -2.24
O -7.78 4.93 -3.77
H -6.20 -9.07 8.15
H -8.41 13.79 -11.42
H 1.09 -3.04 3.30
C 5.24 -14.76 5.52
H 5.62 9.25 -4.09
H -0.05 3.40 -2.39
H -3.16 10.18 -9.24
O -1.18 -0.84 9.14
C -0.24 -4.99 -3.09
H -0.13 7.55 6.79
C 8.03 -0.03 5.17
H 6.61 -15.11 8.01
H 1.24 -2.96 4.98
C 0.15 0.88 3.17
H 0.17 0.93 0.13
O 5.82 -13.95 6.51
H 0.72 -6.58 -1.82
H 0.98 -4.88 -1.42
O -1.32 -4.71 -2.15
O -0.61 4.80 8.79
O 5.12 -10.12 -0.15
H 4.83 -7.71 1.16
C 1.86 -9.11 10.85
C 6.13 -0.62 -4.02
H 5.93 -0.22 -1.13
O -6.50 -8.28 8.61
H 1.32 1.80 1.83
C 4.52 -11.27 9.50
H -6.22 0.89 -10.23
N 4.40 -12.52 8.78
H 5.62 -10.15 -0.97
C 6.00 -9.63 0.81
C 5.73 -14.49 7.84
H 10.01 0.15 6.09
H 2.81 -10.41 8.63
H -5.55 14.14 -10.74
O -6.05 0.62 -9.33
H 4.79 -15.69 5.88
C -0.23 6.48 6.94
H -10.35 14.14 -10.23
H 5.49 -1.24 -4.65
H 6.46 -12.55 8.35
H -10.14 15.66 -9.31
C -10.37 15.23 -10.28
H -10.24 4.90 -3.69
H 0.19 -1.09 2.26
H -2.91 -9.31 8.21
C -7.18 14.81 -9.86
O -3.83 -9.18 8.46
H 3.79 11.18 -5.57
O 5.42 0.38 -1.68
H -0.01 -4.03 -3.55
H 0.62 5.87 6.62
H -4.38 -8.29 6.76
H 0.07 1.73 -2.40
O 3.14 -9.50 10.49
H -3.26 -7.40 7.82
C -8.14 14.79 -11.09
C -0.41 1.53 0.83
H -11.32 15.60 -10.68
C 5.72 -13.21 8.79
H -5.78 -1.07 -10.24
C -4.15 -8.04 7.80
H 9.96 -2.08 6.79
C -0.69 6.14 8.38
H 4.30 0.27 -3.24
H 5.46 10.41 -7.06
O 4.85 9.75 -6.72
H 8.58 -1.48 4.19
O -4.67 -2.70 -8.66
H 4.41 -14.22 5.06
H 5.64 -10.13 1.71
H -6.26 10.76 -9.20
H -7.52 12.39 -9.74
H 6.01 -13.43 9.82
C -0.69 2.52 -2.35
H -2.18 -4.90 -2.53
N 0.34 1.81 2.07
H 1.47 -8.72 9.91
H -7.14 4.22 -3.76
C 3.19 -10.61 9.63
H 1.85 -8.43 11.70
H -0.78 -5.67 -3.75
C -5.99 -0.78 -9.21
O 8.23 -0.61 3.98
C 0.75 -0.48 2.97
H 2.54 -2.12 3.89
H 5.95 -15.09 4.77
O 9.31 -1.86 6.12
H -3.73 -2.90 -8.67
H 5.29 -10.65 9.06
C 9.09 -0.42 6.20
C 5.11 -0.36 -2.86
H -11.40 3.14 -5.23
H 0.39 2.98 -0.29
H -0.96 -1.32 8.34
C -5.62 11.61 -9.43
O 7.21 -1.39 -3.54
H 4.89 10.53 -3.51
C -0.65 2.76 -0.02
H 6.21 11.84 -5.26
H 7.96 1.06 5.08
H 6.48 0.32 -4.45
H -1.19 3.57 0.46
H 4.85 -15.14 7.91
H 4.93 -11.55 10.48
H -0.40 -0.31 9.32
O -1.25 6.24 6.04
H -6.74 12.21 -11.23
C -4.80 -1.30 -8.30
H 3.49 9.53 -5.31
O 6.42 11.16 -4.62
O -1.38 2.36 -1.10
H 6.38 -7.93 2.05
H -7.63 14.83 -8.87
H -0.99 5.46 5.55
H -5.60 -6.40 8.14
H -5.18 -7.05 9.64
C 4.30 10.21 -5.58
H 3.93 -13.24 9.32
O -10.83 3.89 -5.41
H -7.66 15.07 -12.02
H -6.98 -1.16 -8.93
H -1.34 4.70 9.41
H -0.88 0.89 3.53
C -9.93 4.14 -4.41
H 1.74 -0.45 2.50
H -4.39 9.26 -9.99
C 1.50 -2.40 4.08
O -4.61 11.23 -10.39
H -5.12 -1.36 -7.26
H 4.85 -1.33 -2.43
H -8.48 5.43 -5.60
H 2.80 -5.94 -2.61
H 7.15 -0.50 5.61
N -6.15 13.87 -9.98
H -1.69 6.49 8.64
O -9.31 15.57 -11.12
H -3.82 -0.83 -8.40
H 7.05 -9.91 0.68
O 6.58 -7.40 0.13
H -0.02 6.71 9.03
C -8.50 4.63 -4.87
O 2.03 -5.63 -3.10
C 5.33 10.23 -4.46
H -5.19 11.99 -8.50
C -6.54 12.52 -10.21
*
```



(2)
Here is a 11-piece molecular cluster, C36H102N8O13 overall at a distorted geometry from the Open Molecules 2025 dataset. Energies are from ωB97M-V/def2-TZVPD.

SMILES string ... COC[C@H](C)N.COC[C@H](C)N.COC[C@H](C)N.COC[C@H](C)N.COC[C@H](C)N.COC[C@H](C)N.COC[C@H](C)N.COC[C@H](C)N.OCCO.OCCO.O
Energy above the lowest of the compared OMol25 structures with the same formula, charge and spin ... 6.6818 eV
HOMO-LUMO gap ... 0.3198 Eh
Calculated total energy ... -77512.142 eV

ORCA input file:
```
! wB97M-V def2-TZVPD RIJCOSX def2/J DEFGRID3
* xyz 0 1
C 7.42 -14.05 -24.73
H 11.04 -8.43 -28.14
O 6.71 -5.41 -37.28
H 6.58 -15.55 -25.76
H -2.05 -3.73 -32.97
H 2.38 -8.17 -17.66
N 6.22 -5.72 -20.88
C -1.03 -5.55 -33.11
H 0.45 1.29 -19.78
H 6.07 -5.22 -21.75
C 6.75 -6.92 -35.42
H -0.17 -2.27 -18.07
H 6.72 -6.02 -34.80
C -0.08 0.77 -18.98
H 11.80 -7.49 -29.32
C 1.64 -8.60 -18.34
C 12.00 -7.99 -28.38
N -1.81 -2.96 -20.15
H -1.42 -4.18 -31.46
C -2.36 1.10 -25.72
H -2.74 -8.46 -23.25
H -2.82 -6.16 -25.89
O 6.60 -2.72 -20.95
H -2.31 -3.67 -17.56
C 6.60 -5.57 -38.74
H -2.60 -9.94 -24.40
H -0.11 -3.99 -33.96
H 4.50 -6.89 -26.77
H 5.13 -3.64 -19.63
H -1.07 -8.48 -36.73
H -1.69 1.00 -23.72
H 12.25 -7.23 -27.65
O -4.70 -7.34 -26.88
C -1.26 2.12 -26.30
H 7.95 -14.70 -24.03
O 3.43 -10.10 -19.04
H 4.69 -2.09 -21.58
H 6.93 -6.39 -21.14
C 6.84 -4.90 -19.88
H -2.36 -8.64 -26.39
C 14.00 -9.10 -27.67
H 8.98 -5.58 -19.87
H -1.13 -0.82 -17.59
H 5.00 -5.95 -36.47
H 2.24 -5.86 -25.61
H -2.53 -6.49 -24.39
H 2.77 -7.01 -27.31
H -2.48 -7.92 -36.20
C 3.66 -4.95 -27.48
H 1.91 -10.62 -17.74
H 0.26 0.07 -25.77
C 6.94 -12.77 -24.00
H 6.23 -1.30 -21.99
C 0.79 0.81 -26.37
H 13.37 -11.57 -28.71
H 0.52 0.92 -18.08
H 1.46 0.25 -27.01
H 5.20 -7.90 -34.52
H -1.81 -5.16 -35.09
H 7.35 -4.92 -39.20
H -0.68 -6.38 -32.50
H -3.76 -3.48 -18.58
H 8.27 -7.75 -36.56
H 2.74 -4.38 -27.38
H 6.67 -8.34 -33.97
C 3.53 -6.39 -26.84
H 9.47 -1.08 -24.11
H 6.75 -6.53 -39.23
O 12.94 -9.03 -28.70
H 9.04 -13.09 -25.44
O -0.45 -0.58 -19.39
H -2.81 -1.39 -19.36
C -2.97 -2.96 -18.04
H 0.67 -8.57 -17.86
H 6.75 -5.45 -18.94
C 2.06 -10.02 -18.64
H 7.88 -12.56 -21.37
H -6.25 -7.22 -28.15
H -3.85 2.05 -27.21
C -2.80 -8.14 -25.53
H -4.67 -9.17 -25.68
H -1.51 -6.84 -37.12
H 14.69 -8.25 -27.63
N -2.29 -6.81 -25.32
O 8.01 -12.06 -23.39
H -1.36 -8.81 -23.98
O -0.20 1.57 -27.06
H -6.75 -7.56 -26.45
C -6.06 -7.02 -27.09
H 15.07 -12.22 -28.52
H 6.41 -12.06 -24.64
C -4.33 -8.13 -25.75
H 3.62 -9.62 -19.85
H 9.34 -11.89 -21.86
C 8.25 -7.13 -35.66
O 9.43 -1.93 -24.53
C -0.84 -1.49 -18.41
H 9.12 -13.60 -22.35
H 16.64 -9.51 -27.55
C 8.37 -4.71 -20.12
H -2.86 -5.06 -32.15
H 5.87 -7.30 -37.31
C -2.11 -2.14 -18.99
C 14.28 -11.58 -28.11
C 5.65 -1.77 -21.19
H -3.58 -2.31 -17.42
H 2.47 -7.79 -19.91
H 1.33 1.45 -25.68
H -4.94 -7.69 -24.97
H -4.08 0.38 -26.78
C -1.78 -6.03 -34.43
H -0.75 2.72 -25.54
H 7.66 -13.11 -26.61
H 8.72 -14.48 -26.51
H 6.24 -13.04 -23.21
H 5.77 -15.24 -24.48
O 3.19 -6.00 -25.56
N -2.42 1.43 -24.28
N 6.17 -8.01 -34.78
H 15.13 -9.98 -29.15
C 8.62 -12.65 -22.17
C 6.20 -3.48 -19.77
C -2.43 -8.88 -24.21
H 5.57 -1.09 -20.34
N 6.26 -14.76 -25.22
C -3.77 1.35 -26.38
H 5.71 -5.07 -39.12
O 3.90 -5.07 -28.85
H 15.93 -10.20 -26.35
H -3.26 0.92 -24.05
N 0.11 -4.90 -33.60
H 0.35 -5.44 -34.42
H 8.85 -6.32 -36.08
H 8.67 -2.36 -24.14
H 8.74 -7.64 -34.83
O 1.61 -7.82 -19.51
C -1.46 -7.56 -36.30
H 13.64 -9.08 -26.64
H 14.14 -12.01 -27.12
O -0.92 -7.09 -34.99
C 14.91 -10.24 -28.11
N 16.08 -10.32 -27.34
H 8.53 -4.35 -21.13
H -2.81 -6.34 -34.28
C 8.27 -13.69 -25.91
C -1.89 -4.60 -32.34
H 4.34 -4.28 -26.96
H -1.15 -2.34 -20.60
H 6.55 -3.15 -18.79
H 8.69 -3.88 -19.49
H -1.72 2.81 -27.01
H -1.97 0.10 -25.91
C 5.96 -6.42 -36.68
H -4.52 1.62 -25.63
H -0.98 1.35 -18.78
H 3.00 -5.11 -29.19
H -1.24 -3.75 -19.91
H 1.41 -10.56 -19.32
H -6.02 -5.95 -26.90
*
```



(3)
Here is a 15-piece molecular cluster, C36H102O15 overall at a distorted geometry from the Open Molecules 2025 dataset. Energies are from ωB97M-V/def2-TZVPD.

Energy above the lowest of the compared OMol25 structures with the same formula, charge and spin ... 0.0000 eV
HOMO-LUMO gap ... 0.3512 Eh
Calculated total energy ... -69698.374 eV

ORCA input file:
```
! wB97M-V def2-TZVPD RIJCOSX def2/J DEFGRID3
* xyz 0 1
H 1.32 0.85 -2.94
H 2.89 -3.39 -2.02
C -2.29 1.00 -4.14
C -0.70 3.95 2.54
H -6.78 0.41 0.23
C 5.12 3.13 3.59
H -0.85 3.64 -1.03
C -2.07 2.24 3.71
H 3.27 2.09 -4.17
O 1.96 3.07 -5.43
H 1.68 -3.86 4.18
H 1.90 -2.85 2.76
H -1.80 -1.16 -4.26
C 3.36 1.38 4.05
C -1.68 -0.24 -4.82
O 2.28 -3.62 0.05
H -3.15 -0.39 -0.68
H 0.97 0.53 1.02
H 0.87 -0.87 2.02
H 4.07 5.53 -1.10
H 3.19 0.92 -6.37
O 2.55 4.98 1.03
H 1.40 2.86 -0.54
C 3.12 4.05 0.13
H -2.60 5.47 -2.65
H 2.90 1.93 -0.39
C 3.77 2.83 4.20
H -2.22 2.28 -5.76
H 1.37 -3.29 -0.01
H 0.86 -5.08 2.26
C -0.65 2.63 3.32
H -1.68 -1.09 3.38
H 3.90 0.68 4.69
H -2.21 -0.46 -5.75
H 3.80 3.07 5.26
H -0.12 1.95 2.65
H -1.26 -0.73 -1.62
H 5.04 -1.65 0.29
H 0.39 -6.50 2.55
H -0.25 6.66 -1.98
H 5.08 2.92 2.54
H 2.26 -4.52 0.42
C 2.17 -3.35 -3.85
H -1.10 -0.73 0.84
C 4.39 -4.07 3.38
H -1.67 6.87 -1.01
H 2.67 -0.21 -5.10
H -5.88 0.65 -1.24
C -1.03 6.15 -1.44
H 0.29 4.32 2.24
H 3.38 1.01 3.02
H 4.11 3.73 0.51
C 2.31 1.90 -4.67
H 1.81 3.87 -4.90
H -2.10 2.97 -2.04
C -4.73 0.55 0.60
H -1.29 3.85 1.63
C 2.45 0.74 -5.61
C 2.30 2.76 0.07
H 2.96 -5.35 -3.72
H -4.12 1.80 -3.69
H -5.85 -0.94 -0.46
C -3.97 -4.09 -0.57
H 1.12 2.62 -3.03
C -1.88 3.82 -1.37
C 2.00 -4.86 -3.76
O -0.80 4.74 -3.30
C 3.35 4.71 -1.25
O -2.16 2.30 -4.82
H 0.22 1.60 -4.11
H 3.74 -2.48 0.45
H 2.32 1.31 4.32
H 2.40 5.17 -1.58
C -3.43 0.55 -0.13
O 2.81 3.73 3.52
H -2.60 2.96 4.31
C -3.21 -3.29 -1.66
H -4.30 -3.31 0.17
C 0.81 -2.62 -3.92
O -0.28 -2.44 0.05
C -2.12 -2.51 4.91
H -3.96 0.13 -3.10
H 2.79 4.64 1.92
C 1.23 1.68 -3.62
O -1.00 -3.02 2.79
C -3.76 0.79 -3.90
H -2.72 0.76 0.65
C -5.87 0.14 -0.26
H 5.43 -4.00 3.52
H 0.06 -3.00 -4.62
H -4.74 -0.08 1.51
C 3.63 -2.96 4.09
H -3.18 -2.02 1.73
H -3.66 -2.38 -1.99
C -1.70 5.04 -2.19
H -1.74 1.05 -3.24
O 1.03 -5.97 2.00
O 0.21 2.89 4.49
H -2.24 -3.07 -1.24
H 0.34 -2.74 -2.92
O 4.38 -1.89 0.90
H 3.67 3.98 -2.02
H -1.20 4.07 -3.88
C -0.26 -0.99 0.22
H -0.08 -2.72 2.94
H 3.77 -2.99 5.20
H -2.61 3.87 -0.56
H 1.92 3.47 3.83
H 5.38 4.17 3.81
H 3.95 -5.04 3.61
H 1.43 -5.09 -2.87
H -5.58 1.99 1.61
H 4.37 -1.59 2.80
C -3.28 -2.40 2.75
H -2.43 -3.54 5.02
H -0.67 -2.81 0.87
H 0.50 -0.85 -1.69
O -4.88 1.92 0.96
H -0.13 3.68 4.94
H -3.74 -5.62 0.89
H -0.60 -0.17 -5.02
C -3.19 -5.22 0.02
H -2.96 -6.02 -0.69
H 5.90 2.45 3.94
H 4.29 -3.98 2.32
H -3.55 -3.47 2.84
O -5.21 -4.53 -1.21
H -3.44 1.44 -0.80
O 4.11 -1.63 3.74
H -4.18 0.43 -4.84
C -1.95 -2.17 3.49
H -3.01 -3.86 -2.57
H -2.28 -4.85 0.49
H 1.95 2.42 1.06
H -2.07 1.29 4.26
H -2.90 -1.93 5.41
H 1.68 -2.13 4.37
H 1.05 -1.58 -4.08
H -2.68 2.06 2.81
H 1.86 -1.00 0.50
H -0.52 5.74 -0.56
H -5.63 -5.18 -0.61
C -0.37 -0.37 -1.14
H 1.48 0.69 -6.11
H -4.11 -1.89 3.24
C 0.96 -0.55 0.97
H -0.18 0.70 -1.19
H -1.26 4.75 3.08
C 2.14 -2.97 3.81
H 1.40 -5.30 -4.56
H 2.74 -3.18 -4.79
H -1.24 -2.44 5.58
O 2.99 -2.85 -2.78
*
```



- calculated total energy of number 1 (C36H101N3O25)?
  -94610.202 eV